(1)
Molecular formula: C2H3Cl2N
Method: DFT, wB97M-V/def2-TZVPD

```
8
Properties=species:S:1:pos:R:3:forces:R:3
C 1.05628 -0.03720 -0.01390 3.655 1.230 -0.570
C -0.31131 0.29084 -0.03639 -7.952 -5.928 -0.928
Cl -1.02338 1.81761 -0.15019 0.413 0.252 0.028
N -1.21454 -0.92286 -0.00462 5.543 5.134 0.104
Cl -2.85677 -0.70342 0.02696 -0.622 0.591 -0.086
H 1.69994 -0.20061 -0.96004 -1.467 0.827 1.090
H 1.53901 0.70273 0.65495 0.241 -0.277 -0.553
H 1.11076 -0.94709 0.48322 0.190 -1.830 0.914
```
Positions in Å, forces in eV/Å.

Calculated values
SMILES	C/C(Cl)=N/Cl
energy above the lowest of the compared OMol25 structures with the same formula, charge and spin	2.081	eV
frontier orbital gap	9.09	eV
HOMO level	-9.196	eV


(2)
Molecular formula: CH4ClNO
Method: DFT, wB97M-V/def2-TZVPD

```
8
Properties=species:S:1:pos:R:3:forces:R:3
C -1.12726 0.49181 -0.40066 -1.032 -0.914 -0.029
N 0.91499 -0.55339 0.41264 5.240 -3.801 3.048
O -0.21867 -0.44854 -0.78060 -3.774 2.431 -3.698
Cl -2.45682 -0.20383 0.64982 -0.555 -0.693 0.729
H -1.71547 0.65038 -1.28953 0.030 1.399 -0.136
H -0.83602 1.29599 0.32978 0.409 -0.432 -1.728
H 0.45620 -1.41813 0.75819 0.509 1.097 0.959
H 1.88433 -0.82001 0.09213 -0.827 0.913 0.854
```
Positions in Å, forces in eV/Å.

Calculated values
energy above the lowest of the compared OMol25 structures with the same formula, charge and spin	1.975	eV
frontier orbital gap (alpha / beta)	8.01 / 7.28	eV
multiplicity	3
⟨S²⟩	2.010
HOMO level (alpha / beta)	-7.102 / -10.121	eV


(3)
Molecular formula: C9H8N2
Method: DFT, wB97M-V/def2-TZVPD

```
19
Properties=species:S:1:pos:R:3:forces:R:3
C 3.08638 0.00876 -0.01848 2.241 -2.007 -1.498
C 2.29908 -1.13519 -0.40068 2.641 1.143 1.474
C 0.96362 -1.10623 -0.37280 -4.482 -1.109 -1.181
C 0.27586 0.12143 -0.13147 1.100 0.677 0.006
C 1.01971 1.29138 0.14826 -0.570 0.614 0.804
C 2.45432 1.20912 0.26785 1.262 1.329 -0.340
C -1.20258 0.16287 -0.16572 -2.164 -0.210 0.229
C -3.29924 -0.26188 0.55571 2.884 0.653 -1.363
C -3.30949 0.35608 -0.63186 1.755 0.486 0.142
H 4.39727 -0.25487 -0.17789 -4.346 1.495 0.948
H 2.87290 -2.02393 -0.49053 0.046 -0.841 -0.576
H 0.23716 -2.03539 -0.70248 2.233 2.275 1.027
H 0.39045 2.26405 0.36447 1.696 -1.978 -0.521
H 3.20486 2.08769 0.47335 -2.164 -1.423 -0.252
H -1.47715 -0.76252 1.69253 -1.529 0.412 -1.602
H -3.88233 -0.82318 1.12098 -3.315 -1.777 2.259
H -4.00436 0.67478 -1.29062 -2.810 0.610 -1.393
N -1.97419 -0.43338 0.81131 3.683 -0.378 2.083
N -2.05227 0.66042 -1.05195 1.840 0.028 -0.248
```
Positions in Å, forces in eV/Å.

Calculated values
energy above the lowest of the compared OMol25 structures with the same formula, charge and spin	2.528	eV
frontier orbital gap	9.58	eV
HOMO level	-8.758	eV


(4)
Molecular formula: C25H19F9IN5O6Pt
Method: DFT, wB97M-V/def2-TZVPD

```
66
Properties=species:S:1:pos:R:3:forces:R:3
Pt 1.20693 0.22835 -0.63402 0.076 0.255 -0.930
O 5.24871 4.36207 -0.80106 -0.267 -0.078 -0.034
C 5.80094 3.16245 -0.66125 0.006 0.011 -0.008
O 6.98603 3.00783 -0.51924 -0.007 0.027 -0.016
C 4.88155 1.99267 -0.67691 0.046 -0.124 0.079
C 5.28928 0.67680 -0.53538 -0.076 -0.062 -0.073
N 4.19156 -0.10123 -0.57067 -0.321 0.334 -0.014
N 3.10649 0.65713 -0.72524 0.398 -0.437 0.134
C 3.48328 1.91369 -0.78300 -0.199 0.164 -0.155
C 2.33368 2.85189 -0.93721 -0.065 0.163 0.068
O 2.52973 4.05397 -1.07269 0.069 0.006 0.019
O 1.17726 2.27629 -0.90252 -0.058 0.148 0.130
H 4.26021 4.31940 -0.91481 0.154 0.017 0.007
H 6.27969 0.26995 -0.43623 0.027 0.006 0.043
H 4.01469 -1.09281 -0.46547 0.175 -0.176 -0.025
I 3.28414 2.78119 4.83935 0.053 0.060 0.041
C 2.03263 1.37829 3.95760 -0.057 -0.107 -0.052
C 1.46265 0.35384 4.69805 0.002 0.012 -0.028
C 0.64150 -0.55104 4.04370 0.027 0.013 -0.036
C 0.43143 -0.39708 2.68203 -0.052 -0.082 -0.035
N 0.98155 0.58297 1.97216 -0.115 0.083 0.581
C 1.76312 1.45297 2.59807 0.034 0.082 -0.027
H 1.65722 0.26328 5.75777 0.002 0.004 0.015
H 0.17817 -1.36928 4.57729 -0.004 -0.001 0.018
H -0.19779 -1.08383 2.12552 0.005 -0.020 0.018
H 2.18637 2.24619 1.98867 0.023 0.006 0.037
C -5.14558 1.37096 -1.77171 0.018 -0.062 -0.081
N -3.73700 1.47544 -1.44204 -0.021 0.038 0.203
N -3.03957 0.42459 -0.87265 -0.067 -0.005 -0.260
C -1.69298 0.65940 -1.02291 0.071 0.065 0.208
O -0.84383 -0.11130 -0.49372 0.193 -0.071 -0.060
C -1.56888 1.86525 -1.75243 -0.202 0.036 -0.170
C -2.83831 2.31397 -1.99934 0.118 0.006 -0.006
C -3.28495 3.50639 -2.76751 0.012 0.001 -0.015
C -3.66973 -0.46681 0.03615 0.102 0.164 0.090
C -3.39072 -1.81757 -0.05100 -0.086 -0.075 0.004
C -3.96950 -2.68549 0.86257 0.029 -0.028 -0.017
C -4.83510 -2.20549 1.83355 -0.014 -0.007 -0.008
C -5.11632 -0.84740 1.90343 0.000 0.002 0.007
C -4.52453 0.03160 1.01183 0.046 -0.054 0.051
H -5.49478 0.37378 -1.52001 -0.008 0.014 -0.001
H -5.28978 1.53078 -2.83977 -0.024 0.005 0.008
H -5.72863 2.09995 -1.20900 -0.013 -0.020 -0.018
H -0.64558 2.35183 -2.00220 0.021 -0.003 -0.005
H -2.43320 4.15275 -2.96033 0.010 0.005 -0.004
H -4.03733 4.07304 -2.21935 -0.008 0.008 0.010
H -3.71417 3.21484 -3.72781 -0.010 -0.008 -0.012
H -2.72838 -2.17495 -0.82207 0.058 -0.014 -0.041
H -3.74154 -3.74137 0.80632 -0.015 -0.012 0.007
H -5.29374 -2.88914 2.53476 0.003 -0.005 0.021
H -5.78219 -0.46772 2.66622 -0.020 0.001 0.007
H -4.70826 1.09520 1.07923 0.004 0.039 0.001
F 3.70174 -3.07554 -1.91887 0.002 -0.008 -0.019
C 2.38783 -3.32054 -2.07491 0.014 -0.017 -0.012
F 2.25828 -4.60078 -2.43947 0.031 0.031 0.004
F 1.97052 -2.55849 -3.08665 -0.023 -0.009 -0.007
C 1.62424 -2.95043 -0.76231 0.025 0.160 -0.064
O 1.91280 -1.66503 -0.45807 -0.051 -0.490 0.402
C 0.11313 -3.23531 -0.95215 -0.107 0.002 0.014
F -0.14512 -4.51988 -1.24221 0.019 0.031 0.038
F -0.55893 -2.93668 0.16567 -0.040 0.000 -0.011
F -0.39784 -2.49861 -1.94221 -0.004 0.017 -0.012
C 2.15980 -3.81281 0.42674 0.041 -0.022 0.009
F 1.53047 -3.50095 1.56355 0.001 -0.007 -0.026
F 2.02371 -5.12933 0.23121 0.025 0.002 0.016
F 3.46295 -3.56409 0.62496 -0.003 -0.014 -0.009
```
Positions in Å, forces in eV/Å.

Calculated values
energy above the lowest of the compared OMol25 structures with the same formula, charge and spin	0.150	eV
frontier orbital gap	8.32	eV
HOMO level	-8.178	eV


(5)
Molecular formula: CH4FN2O
Method: DFT, wB97M-V/def2-TZVPD

```
9
Properties=species:S:1:pos:R:3:forces:R:3
C -1.07744 0.26766 -0.03842 -0.468 2.255 2.850
N 0.16739 -0.51569 -0.17626 -1.131 -0.895 -1.689
N 1.34157 -0.34262 0.18593 -2.005 5.834 0.849
O 2.33037 -0.83768 0.11060 2.675 -1.518 0.163
F 1.36048 1.34226 0.74331 -0.032 -3.803 -0.893
H -1.06166 1.43406 0.01659 1.009 -2.223 -0.021
H -1.53030 0.05495 -0.98392 -1.138 -0.494 0.001
H -1.51327 -0.09076 0.98630 0.104 0.464 -2.360
H -0.01714 -1.31219 -0.84415 0.986 0.379 1.101
```
Positions in Å, forces in eV/Å.

Calculated values
energy above the lowest of the compared OMol25 structures with the same formula, charge and spin	5.502	eV
frontier orbital gap	10.21	eV
HOMO level	-18.173	eV
net charge	+1